# 1
Molecular formula: C23H16AsI3N3O3S4Ta
Method: DFT, the ωB97M-V functional and the def2-TZVPD basis

- lowest unoccupied orbital energy (eV) = -1.63
- F_max (Eh/bohr) = 0.008

Cartesian coordinates (Å):
1 Ta 0.13336 0.83540 0.25036
2 C -3.51636 1.35334 2.04100
3 C -3.76177 0.10968 1.23765
4 N -5.01568 -0.28692 1.10402
5 C -5.27744 -1.35236 0.34291
6 C -4.30754 -2.10426 -0.28437
7 C -4.71384 -3.25067 -1.17429
8 O -4.30109 -3.06281 -2.52416
9 C -2.96477 -1.72004 -0.13284
10 C -1.92011 -2.49104 -0.82682
11 N -0.70112 -2.13949 -0.86546
12 C 0.18762 -2.85249 -1.68463
13 C -0.18134 -3.40279 -2.91332
14 C 0.75612 -4.03457 -3.71233
15 C 2.08217 -4.11884 -3.31094
16 C 2.47644 -3.55369 -2.10625
17 C 1.52933 -2.92233 -1.32014
18 I 2.11511 -2.01638 0.46658
19 C -2.70218 -0.57905 0.61493
20 O -1.45264 -0.11311 0.78416
21 H -4.30262 1.45755 2.78576
22 H -3.54904 2.22415 1.38356
23 H -2.54197 1.35124 2.52650
24 H -6.32342 -1.62209 0.24139
25 H -5.79754 -3.38124 -1.10986
26 H -4.25811 -4.18938 -0.85602
27 H -4.53540 -2.16701 -2.79334
28 H -2.24988 -3.39016 -1.34770
29 H -1.20519 -3.29563 -3.25097
30 H 0.45119 -4.44638 -4.66535
31 H 2.81631 -4.60263 -3.94112
32 H 3.50961 -3.59229 -1.79024
33 I 5.05357 2.36969 0.75741
34 C 3.86824 1.48982 2.21489
35 C 4.39419 1.20824 3.49621
36 C 3.62931 0.61529 4.46214
37 I 4.48042 0.23875 6.32962
38 C 2.28202 0.25493 4.18890
39 C 1.38764 -0.39034 5.06920
40 C 0.12391 -0.70542 4.64959
41 C -0.27325 -0.39221 3.34111
42 N 0.52789 0.22037 2.49746
43 C 1.78558 0.54959 2.90922
44 C 2.56536 1.18657 1.91890
45 O 1.97034 1.40603 0.75601
46 H 5.42183 1.47096 3.70361
47 H 1.71141 -0.63844 6.07157
48 H -0.57327 -1.20291 5.30799
49 H -1.25297 -0.65499 2.96713
50 S -2.98847 1.28997 -2.26979
51 As -1.15049 2.20141 -2.19944
52 S 0.51106 0.56215 -2.01010
53 S -0.77766 2.90103 0.09297
54 S -0.40696 3.73185 -3.33470

Forces on the atoms, in the same order (eV/Å):
-0.209 0.194 0.290
-0.041 -0.023 -0.035
0.034 0.036 0.031
-0.038 -0.095 -0.060
0.003 0.075 0.127
0.002 -0.056 -0.070
0.021 0.033 0.005
-0.025 -0.008 -0.006
0.123 -0.133 -0.141
-0.059 0.018 0.062
0.056 0.035 -0.002
0.000 -0.025 -0.052
-0.039 0.019 0.019
0.014 -0.003 -0.012
0.003 0.004 0.013
-0.059 -0.019 -0.041
0.036 0.033 0.102
0.069 -0.061 -0.004
0.030 0.131 0.078
0.061 -0.036 -0.212
-0.004 -0.007 -0.013
0.029 0.002 -0.003
0.013 0.002 0.009
-0.002 0.009 -0.012
-0.011 0.003 -0.014
0.004 -0.009 0.012
-0.007 0.004 -0.002
-0.063 0.021 0.020
0.010 -0.011 -0.008
0.006 -0.002 0.005
-0.007 0.001 0.002
0.001 -0.001 -0.003
-0.014 -0.025 0.055
0.113 0.141 -0.131
-0.095 -0.022 -0.011
0.017 -0.006 0.036
-0.014 0.002 -0.022
-0.003 -0.021 0.011
0.007 -0.005 0.025
-0.002 -0.006 -0.003
-0.037 -0.036 0.003
0.175 0.154 -0.062
-0.140 -0.063 0.036
0.110 -0.034 -0.049
-0.110 -0.104 0.052
0.005 0.002 -0.006
0.005 0.007 -0.005
-0.006 -0.001 -0.012
0.000 0.000 0.026
-0.041 -0.009 0.009
0.158 -0.103 -0.104
-0.122 0.074 -0.046
0.070 -0.044 0.082
-0.027 -0.031 0.032

Atomic charges from the Mulliken analysis, expressed in e, are listed below:
1 Ta 0.6344
2 C -1.0357
3 C 0.7363
4 N -0.6451
5 C -0.8855
6 C 0.4295
7 C -0.9122
8 O -0.5010
9 C 0.7871
10 C -0.8392
11 N 0.1837
12 C -0.2117
13 C -0.1866
14 C -0.8039
15 C -0.5095
16 C -0.7574
17 C 0.3854
18 I 0.3512
19 C 0.2203
20 O 0.1323
21 H 0.4243
22 H 0.2154
23 H 0.2248
24 H 0.3429
25 H 0.3498
26 H 0.3772
27 H 0.3679
28 H 0.6697
29 H 0.5704
30 H 0.3893
31 H 0.3806
32 H 0.4105
33 I 0.1181
34 C -0.5689
35 C -0.3258
36 C -0.2889
37 I 0.0956
38 C 0.4715
39 C -0.4899
40 C -1.2873
41 C 0.0568
42 N -0.0547
43 C 0.5460
44 C 0.6413
45 O -0.7344
46 H 0.3587
47 H 0.2319
48 H 0.4537
49 H 0.4562
50 S -0.3609
51 As 0.2839
52 S -0.2392
53 S -0.3182
54 S -0.3408



# 2
Molecular formula: C23H52GaO4P4
Method: DFT, the ωB97M-V functional and the def2-TZVPD basis

- lowest unoccupied orbital energy (eV) = -10.35
- net charge = +3
- F_max (Eh/bohr) = 0.075
- energy above the lowest of the compared OMol25 structures with the same formula, charge and spin (kcal/mol) = 0.0

Cartesian coordinates (Å):
1 Ga 0.26521 0.17041 -0.91177
2 P 0.74366 -2.96137 -1.69083
3 P 2.48366 0.49115 -0.05394
4 P -2.19742 0.45109 -0.93837
5 H 2.07639 4.94249 -0.83123
6 C 1.00067 5.11887 -0.65398
7 C 0.46412 4.94650 0.55435
8 H 1.05857 4.66653 1.42621
9 C 1.97328 -2.88893 -2.97847
10 C 1.31892 -3.61207 -0.14988
11 C -0.95151 -3.30298 -2.12227
12 C 2.47378 1.97502 0.98402
13 C 3.47150 -0.71115 0.88444
14 C 3.54469 0.95382 -1.44409
15 C -2.23899 2.19412 -0.40426
16 C -3.47542 -0.39269 0.05631
17 C -2.89496 0.46015 -2.62083
18 H 0.42474 5.45812 -1.50088
19 H -0.61400 5.17709 0.74207
20 H 1.47277 -2.60166 -3.91930
21 H 2.46827 -3.85948 -3.08585
22 H 2.72124 -2.12288 -2.72040
23 H 1.13979 -4.70293 -0.20995
24 H 0.79718 -3.21703 0.73541
25 H 2.39842 -3.45961 0.00684
26 H -0.95009 -4.36810 -2.37314
27 H -1.26807 -2.68230 -2.97153
28 H -1.62751 -3.07361 -1.28191
29 H 3.52436 2.25868 1.12216
30 H 2.03039 1.72824 1.95586
31 H 1.92474 2.80270 0.51662
32 H 4.46338 -0.26607 1.03519
33 H 3.58774 -1.64705 0.32499
34 H 3.01284 -0.90792 1.86221
35 H 4.43122 1.44812 -1.02623
36 H 3.01969 1.64504 -2.11372
37 H 3.85541 0.06075 -2.00101
38 H -3.13391 2.67314 -0.81785
39 H -1.35018 2.72715 -0.76977
40 H -2.26105 2.25467 0.69113
41 H -4.40983 0.18458 0.03020
42 H -3.14593 -0.49286 1.09723
43 H -3.66929 -1.38863 -0.36311
44 H -3.53372 1.34533 -2.74468
45 H -3.50335 -0.44207 -2.77565
46 H -2.10385 0.49033 -3.37907
47 C 0.34585 1.68649 -3.52413
48 C 0.91269 0.64883 -4.30573
49 C 0.66168 0.60150 -5.67517
50 C -0.12965 1.58409 -6.29729
51 C -0.66958 2.61866 -5.50472
52 C -0.39549 2.68555 -4.12048
53 O 0.47206 1.78565 -2.16941
54 H 0.46214 -1.60508 -1.30693
55 H 1.54795 -0.14517 -3.86519
56 H 1.09765 -0.19429 -6.31174
57 H -0.28605 1.56727 -7.35555
58 H -1.28050 3.35930 -5.94519
59 H -0.83179 3.43404 -3.47858
60 C -0.98982 -4.15832 3.47760
61 C -1.52547 -2.82477 3.03309
62 O -0.44703 -2.17471 2.25336
63 P -0.20541 -0.57932 1.92413
64 O 0.91337 -0.17872 3.05600
65 C 1.47889 -0.99349 4.17540
66 C 0.60676 -0.90113 5.39007
67 O -1.57663 0.13238 2.49149
68 C -1.76914 0.86707 3.74947
69 C -2.99951 1.71715 3.58032
70 H -0.71820 -4.78819 2.62452
71 H -1.75632 -4.68567 4.05263
72 H -0.11062 -4.03478 4.12002
73 H -2.40533 -2.92935 2.38418
74 H -1.78677 -2.18798 3.89153
75 H 1.61062 -2.02753 3.83132
76 H 2.46665 -0.55623 4.35160
77 H -0.30331 -1.50012 5.28217
78 H 1.15312 -1.29939 6.25147
79 H 0.33887 0.13804 5.60714
80 H -1.89280 0.12245 4.54853
81 H -0.87774 1.47544 3.95726
82 H -3.85982 1.11778 3.26582
83 H -3.23795 2.18382 4.53882
84 H -2.83089 2.51604 2.85083

Forces on the atoms, in the same order (eV/Å):
-0.338 3.124 -0.641
-0.351 1.637 0.696
0.942 0.776 -0.241
-0.767 0.783 -0.242
-0.630 0.166 0.084
0.565 -0.391 0.513
-0.821 0.360 -0.122
-0.142 0.091 -0.226
-0.221 0.135 -0.446
0.286 -1.097 0.419
0.044 -0.619 -0.149
-0.416 -0.086 0.201
-0.433 -0.376 0.089
-0.057 -0.106 -0.265
0.471 0.122 0.241
0.507 -0.595 0.232
0.309 -0.342 -0.377
-0.084 0.043 -0.064
1.052 -0.230 -0.157
0.281 -0.170 0.265
-0.075 0.058 -0.035
-0.200 -0.293 -0.002
0.171 0.274 0.239
-0.225 -0.048 -0.413
-0.340 -0.058 -0.376
-0.665 0.036 -0.132
0.300 -0.290 -0.015
0.443 -0.338 -0.089
-0.165 -0.030 -0.007
0.096 0.141 -0.153
0.122 -0.237 -0.001
-0.200 -0.040 -0.066
0.081 0.229 0.163
0.140 0.017 -0.292
-0.117 -0.156 -0.142
0.086 -0.155 0.156
0.016 0.247 0.045
0.084 -0.181 0.097
-0.244 -0.096 0.012
-0.018 -0.087 -0.251
0.311 0.045 -0.174
-0.168 0.075 -0.285
-0.014 0.223 0.081
0.170 -0.231 0.112
0.167 0.232 0.064
-0.175 0.118 0.079
0.229 -0.595 -0.211
-0.290 -0.087 0.397
-0.102 0.102 -0.813
0.195 0.301 1.540
1.188 -1.132 0.688
-0.540 -0.453 -1.411
0.236 -2.506 1.933
0.558 -0.461 -0.393
-0.290 0.617 0.015
-0.258 0.548 0.594
-0.152 -0.059 -0.351
-0.511 0.699 -0.448
-0.014 0.263 -0.078
0.056 -0.158 0.145
0.046 0.318 0.073
-0.001 0.966 -0.925
-0.899 -0.625 3.710
-0.318 -0.341 -1.204
-0.044 0.135 -0.502
-0.133 -0.089 0.323
1.395 -0.401 -1.040
0.087 -0.135 0.203
-0.073 0.103 0.006
-0.056 0.092 0.105
0.088 0.049 -0.063
-0.167 -0.028 -0.105
0.261 0.104 0.133
0.086 -0.163 -0.383
-0.114 0.266 -0.005
-0.237 0.015 -0.096
0.113 0.148 0.034
-0.072 0.069 -0.098
0.117 -0.222 0.014
0.035 0.264 -0.242
-0.237 -0.264 -0.106
0.122 0.079 0.105
-0.037 -0.004 -0.099
-0.044 -0.096 0.130

Atomic charges from the Mulliken analysis, expressed in e, are listed below:
1 Ga 1.1863
2 P 0.9079
3 P 1.0750
4 P 0.8239
5 H 0.2709
6 C -0.5241
7 C -0.5218
8 H 0.3274
9 C -0.9273
10 C -0.5302
11 C -1.1088
12 C -0.8163
13 C -0.9676
14 C -1.2353
15 C -0.7658
16 C -0.8541
17 C -1.0495
18 H 0.2821
19 H 0.2727
20 H 0.4247
21 H 0.5005
22 H 0.2704
23 H 0.4971
24 H -0.0630
25 H 0.3738
26 H 0.5055
27 H 0.4224
28 H 0.3155
29 H 0.5996
30 H 0.2810
31 H -0.3215
32 H 0.5172
33 H 0.2918
34 H 0.0604
35 H 0.5668
36 H 0.2359
37 H 0.4151
38 H 0.5913
39 H 0.0634
40 H -0.2310
41 H 0.5182
42 H -0.0385
43 H 0.4585
44 H 0.4510
45 H 0.4715
46 H 0.1420
47 C 0.0159
48 C -0.0361
49 C -0.7521
50 C -0.7163
51 C -0.6148
52 C -0.3769
53 O 0.1000
54 H -0.2765
55 H 0.4197
56 H 0.3800
57 H 0.4745
58 H 0.5000
59 H 0.4118
60 C -1.3087
61 C -0.0822
62 O -0.3673
63 P -0.3073
64 O -0.3949
65 C -0.2199
66 C -1.2329
67 O -0.3460
68 C -0.0297
69 C -1.2905
70 H 0.3114
71 H 0.4566
72 H 0.2810
73 H 0.3219
74 H 0.2247
75 H 0.3278
76 H 0.4976
77 H 0.1407
78 H 0.5000
79 H 0.3011
80 H 0.2558
81 H 0.2656
82 H 0.2854
83 H 0.4565
84 H 0.2590